# 1
{
  "formula": "C25H33ClN3NaO7",
  "method": "ωB97M-V/def2-TZVPD",
  "homo_ev": -0.46,
  "homo_lumo_gap_ev": 4.46,
  "total_energy_ev": -62205.0866,
  "mol_weight_g_mol": 546.00,
  "lumo_ev": 4.0,
  "charge": -2,
  "symbols": ["Cl", "Na", "O", "O", "O", "O", "O", "O", "O", "N", "N", "N", "C", "C", "C", "C", "C", "C", "C", "C", "C", "C", "C", "C", "C", "C", "C", "C", "C", "C", "C", "C", "C", "C", "C", "C", "C", "H", "H", "H", "H", "H", "H", "H", "H", "H", "H", "H", "H", "H", "H", "H", "H", "H", "H", "H", "H", "H", "H", "H", "H", "H", "H", "H", "H", "H", "H", "H", "H", "H"],
  "coordinates": [[-3.92, 3.79, 1.30], [0.98, 0.62, 1.02], [2.65, 1.03, 2.18], [2.75, 3.12, -1.25], [4.61, 0.28, 3.01], [1.66, -0.29, -3.37], [0.41, -1.31, 1.24], [-0.40, -1.81, -1.38], [1.04, 0.75, -1.47], [3.38, 0.14, -0.33], [-0.94, 1.24, -3.14], [-1.52, 2.18, -0.92], [0.28, -2.52, 1.39], [-4.54, 1.47, 2.52], [-1.95, 0.86, 3.25], [3.73, 0.37, 2.15], [-1.17, 2.67, -3.27], [0.58, -3.05, 2.79], [-0.58, -5.78, -0.25], [4.23, 1.21, -0.85], [-1.08, 2.91, 2.16], [-0.44, -3.00, -0.99], [-0.12, -3.45, 0.35], [-0.91, -5.36, -1.56], [-0.20, -4.83, 0.66], [-2.13, 2.09, 2.52], [-0.85, -4.05, -1.91], [-3.51, 2.32, 2.19], [-4.31, 0.30, 3.22], [-2.43, 1.08, -1.22], [2.87, -0.74, -1.35], [-2.98, 0.02, 3.58], [-2.11, 0.52, -2.63], [3.93, -0.48, 0.86], [3.80, 2.61, -0.44], [-1.65, 3.22, -1.91], [1.79, -0.08, -2.19], [1.39, -3.78, 2.78], [-1.21, -6.10, -2.29], [-2.75, -0.89, 4.12], [5.27, 1.04, -0.55], [0.25, 1.05, -2.05], [-3.48, 1.40, -1.17], [4.99, -0.71, 0.75], [-0.22, 3.13, -3.57], [0.05, -5.15, 1.66], [-5.55, 1.74, 2.21], [2.38, -1.60, -0.88], [2.00, 2.51, -1.16], [-1.10, -3.73, -2.92], [-1.64, 2.50, 0.03], [-1.25, 3.87, 1.69], [-0.62, -6.83, 0.03], [-1.03, 4.07, -1.60], [3.39, -1.42, 1.04], [4.64, 3.30, -0.57], [-5.12, -0.38, 3.47], [3.64, -1.12, -2.04], [-0.94, 0.60, 3.54], [-0.54, 0.80, -3.95], [-0.08, 2.71, 2.53], [3.51, 2.61, 0.62], [-2.98, 0.65, -3.29], [-2.28, 0.30, -0.47], [-1.91, 2.89, -4.05], [-2.68, 3.59, -2.00], [4.20, 1.18, -1.95], [-1.85, -0.53, -2.56], [-0.30, -3.54, 3.23], [0.86, -2.21, 3.41]],
  "mulliken_charge": [-0.308, 0.709, -0.719, -0.653, -0.853, -0.737, -0.338, -0.327, 0.752, 0.608, -0.435, 0.734, 0.861, -0.476, -0.563, 0.479, -0.768, -2.001, -0.902, -1.019, -2.081, -0.218, 0.996, -0.304, -0.579, 0.667, -0.856, 0.587, -0.556, -0.540, -1.040, -0.527, -0.493, -0.528, -0.527, -0.777, 0.931, 0.385, 0.353, 0.330, 0.440, -0.079, 0.469, 0.225, 0.369, 0.291, 0.357, 0.228, 0.272, 0.359, -0.525, 0.396, 0.347, 0.436, 0.206, 0.450, 0.340, 0.212, 0.355, 0.322, 0.498, 0.221, 0.299, 0.214, 0.339, 0.326, 0.449, 0.137, 0.448, 0.332]
}

***

# 2
{
  "formula": "H6O3",
  "method": "ωB97M-V/def2-TZVPD",
  "homo_ev": -11.38,
  "homo_lumo_gap_ev": 11.74,
  "total_energy_ev": -6239.6750,
  "mol_weight_g_mol": 54.05,
  "lumo_ev": 0.4,
  "smiles": "O.O.O",
  "de_lowest_kcal_mol": 13.3,
  "symbols": ["O", "O", "O", "H", "H", "H", "H", "H", "H"],
  "coordinates": [[0.55, -0.84, -0.42], [4.06, -0.74, -1.29], [-3.97, 1.36, 1.36], [-3.74, 0.43, 1.36], [-0.40, -0.80, -0.40], [-4.43, 1.50, 2.20], [0.84, 0.01, -0.08], [3.93, 0.17, -1.55], [3.18, -1.09, -1.18]],
  "mulliken_charge": [-0.621, -0.645, -0.634, 0.313, 0.305, 0.321, 0.317, 0.311, 0.333]
}

***

# 3
{
  "formula": "C8H19PS2",
  "method": "ωB97M-V/def2-TZVPD",
  "homo_ev": [-8.53, -8.31],
  "homo_lumo_gap_ev": [8.41, 6.41],
  "total_energy_ev": -39559.6522,
  "mol_weight_g_mol": 210.35,
  "lumo_ev": [-0.1, -1.9],
  "de_lowest_kcal_mol": 113.1,
  "symbols": ["S", "S", "P", "C", "C", "C", "C", "C", "C", "C", "C", "H", "H", "H", "H", "H", "H", "H", "H", "H", "H", "H", "H", "H", "H", "H", "H", "H", "H", "H"],
  "coordinates": [[4.79, -1.87, -0.44], [3.24, 0.48, -2.24], [3.73, -0.27, -0.27], [-1.97, -1.20, -1.61], [0.35, 0.90, 0.82], [-0.15, 0.05, -0.52], [1.18, 2.13, 0.44], [-1.08, -1.04, -0.28], [1.30, -0.04, 1.59], [-0.54, -2.38, 0.20], [-0.83, 1.36, 1.70], [-2.62, -2.02, -1.37], [-1.92, -0.89, 0.31], [-0.60, 0.76, 2.56], [-1.77, 1.06, 1.22], [0.38, -2.61, -0.26], [-2.49, -0.37, -1.94], [0.68, 2.74, -0.35], [-0.74, 2.36, 2.03], [-0.52, 0.80, -1.14], [2.04, -0.23, -2.31], [-1.32, -1.67, -2.45], [0.82, -0.97, 1.83], [2.17, 1.74, 0.00], [0.76, -0.33, -0.95], [1.44, 2.79, 1.20], [-1.25, -3.21, -0.19], [1.94, 0.40, 2.41], [4.70, 0.67, 0.19], [-0.46, -2.37, 1.31]],
  "mulliken_charge": [-0.287, -0.235, 0.186, -1.804, 2.125, -0.905, -1.523, 1.005, -1.466, -1.420, -1.593, 0.500, 0.269, 0.402, 0.264, 0.296, 0.443, 0.358, 0.413, 0.715, 0.276, 0.300, 0.359, 0.107, -0.464, 0.506, 0.388, 0.354, 0.104, 0.328]
}

***

# 4
{
  "formula": "C4H7N3",
  "method": "ωB97M-V/def2-TZVPD",
  "homo_ev": -9.93,
  "homo_lumo_gap_ev": 10.21,
  "total_energy_ev": -8730.1270,
  "mol_weight_g_mol": 97.12,
  "lumo_ev": 0.3,
  "smiles": "CC1=NN=N[C@H]1C",
  "de_lowest_kcal_mol": 35.8,
  "symbols": ["N", "N", "N", "C", "C", "C", "C", "H", "H", "H", "H", "H", "H", "H"],
  "coordinates": [[-0.82, -1.68, 0.49], [1.12, -1.01, 1.36], [0.37, -1.99, 1.25], [0.57, 0.13, 0.62], [-0.72, -0.45, 0.13], [-1.83, 0.26, -0.56], [1.62, 0.54, -0.42], [1.89, -0.33, -1.04], [0.39, 0.95, 1.32], [-1.53, 0.68, -1.53], [-2.66, -0.43, -0.72], [2.52, 0.88, 0.10], [-2.19, 1.09, 0.06], [1.26, 1.34, -1.07]],
  "mulliken_charge": [-0.382, -0.157, -0.352, 0.358, 0.611, -1.097, -1.246, 0.310, 0.331, 0.307, 0.347, 0.346, 0.284, 0.340]
}

***

# 5
{
  "formula": "C23H48BrN4O4",
  "method": "ωB97M-V/def2-TZVPD",
  "homo_ev": -1.96,
  "homo_lumo_gap_ev": 4.11,
  "total_energy_ev": -108819.4868,
  "mol_weight_g_mol": 524.56,
  "lumo_ev": 2.1,
  "de_lowest_kcal_mol": 0.0,
  "charge": -1,
  "symbols": ["Br", "O", "O", "O", "O", "N", "N", "N", "N", "C", "C", "C", "C", "C", "C", "C", "C", "C", "C", "C", "C", "C", "C", "C", "C", "C", "C", "C", "C", "C", "C", "C", "H", "H", "H", "H", "H", "H", "H", "H", "H", "H", "H", "H", "H", "H", "H", "H", "H", "H", "H", "H", "H", "H", "H", "H", "H", "H", "H", "H", "H", "H", "H", "H", "H", "H", "H", "H", "H", "H", "H", "H", "H", "H", "H", "H", "H", "H", "H", "H"],
  "coordinates": [[5.30, 2.11, 0.41], [-0.45, 1.41, -5.55], [0.19, 1.75, 1.75], [1.08, -3.52, -0.23], [-4.38, 0.72, 3.00], [2.76, 0.88, 2.76], [-7.03, -0.33, 2.60], [4.44, -2.94, -1.60], [-1.40, -0.77, -3.93], [-2.35, 0.16, -4.55], [1.21, 0.74, 4.62], [-1.70, 1.51, -4.89], [-3.00, -0.52, -5.75], [-0.90, 0.97, 2.18], [1.30, -2.16, -0.50], [-6.25, -0.73, 3.77], [5.34, -1.95, -2.20], [6.55, -1.52, -1.32], [1.53, 0.52, -0.98], [2.65, -0.26, -0.82], [1.86, 1.67, 3.60], [-4.74, -0.53, 3.54], [6.61, 0.03, -1.17], [0.85, 2.48, 2.76], [-6.78, 0.00, 4.99], [3.79, -2.50, -0.36], [-0.54, 1.20, -6.95], [0.27, -0.02, -0.89], [-4.30, 1.77, 3.95], [6.51, 0.49, 0.31], [2.57, -1.62, -0.58], [0.17, -1.38, -0.66], [5.98, -0.28, 0.90], [0.79, -0.15, 4.16], [-1.05, -0.35, -3.07], [4.45, -2.00, 0.36], [-0.65, 0.57, -0.98], [-1.58, 0.84, 1.33], [-1.40, 1.71, -7.39], [0.40, 1.26, 5.16], [1.69, 1.59, -1.14], [0.11, 2.98, 3.41], [2.47, 2.39, 4.15], [-0.57, -0.03, 2.48], [-6.75, -0.89, 1.80], [-6.74, 0.61, 2.34], [0.37, 1.60, -7.40], [-0.58, 0.13, -7.17], [5.76, -2.42, -3.10], [-4.41, -1.27, 2.80], [-1.45, 1.45, 3.00], [-0.58, -0.81, -4.53], [-5.27, 2.25, 4.06], [-3.58, 0.19, -6.34], [5.82, 0.55, -1.75], [4.77, -1.09, -2.58], [-6.41, -1.80, 3.94], [7.51, -1.86, -1.72], [-3.93, 1.42, 4.92], [3.28, 1.51, 2.14], [3.65, 0.17, -0.87], [1.94, 0.42, 5.35], [6.47, -1.94, -0.31], [7.58, 0.40, -1.55], [1.14, -3.97, -1.09], [-2.26, -0.99, -6.40], [4.90, -3.83, -1.45], [-3.67, -1.31, -5.42], [-3.15, 0.36, -3.83], [-3.60, 2.52, 3.56], [1.40, 3.27, 2.25], [2.18, 0.34, 2.11], [3.43, -3.41, 0.14], [-0.82, -1.82, -0.57], [-1.48, 2.02, -3.94], [-2.38, 2.16, -5.45], [-7.77, -0.38, 5.26], [-6.90, 1.07, 4.82], [-4.17, -0.73, 4.45], [-6.12, -0.13, 5.85]],
  "mulliken_charge": [-0.368, -0.376, -0.252, -0.649, -0.360, -0.530, -0.765, -0.403, -0.649, 0.363, -1.450, -0.654, -1.550, -0.563, 0.380, 0.356, -0.916, -0.551, -1.023, 0.350, 0.281, -0.706, -0.579, -0.763, -1.398, -0.844, -0.684, -0.985, -0.767, -0.933, 0.190, -0.556, 0.333, 0.252, 0.175, 0.067, 1.210, 0.286, 0.310, 0.341, 0.543, 0.382, 0.520, 0.199, 0.276, 0.341, 0.255, 0.233, 0.373, 0.346, 0.239, 0.335, 0.268, 0.353, 0.355, 0.391, 0.413, 0.390, 0.336, 0.127, -0.027, 0.364, 0.469, 0.308, 0.312, 0.281, 0.279, 0.390, 0.404, 0.285, 0.367, 0.157, 0.539, 0.427, 0.328, 0.440, 0.349, 0.280, 0.409, 0.343]
}

***

# 6
{
  "formula": "C20H60O10",
  "method": "ωB97M-V/def2-TZVPD",
  "homo_ev": -9.66,
  "homo_lumo_gap_ev": 10.14,
  "total_energy_ev": -42185.1432,
  "mol_weight_g_mol": 460.69,
  "lumo_ev": 0.5,
  "smiles": "CCO.CCO.CCO.CCO.CCO.CCO.CCO.CCO.CCO.CCO",
  "de_lowest_kcal_mol": 38.2,
  "symbols": ["O", "O", "O", "O", "O", "O", "O", "O", "O", "O", "C", "C", "C", "C", "C", "C", "C", "C", "C", "C", "C", "C", "C", "C", "C", "C", "C", "C", "C", "C", "H", "H", "H", "H", "H", "H", "H", "H", "H", "H", "H", "H", "H", "H", "H", "H", "H", "H", "H", "H", "H", "H", "H", "H", "H", "H", "H", "H", "H", "H", "H", "H", "H", "H", "H", "H", "H", "H", "H", "H", "H", "H", "H", "H", "H", "H", "H", "H", "H", "H", "H", "H", "H", "H", "H", "H", "H", "H", "H", "H"],
  "coordinates": [[-0.37, 2.29, 2.67], [3.34, -2.26, -3.72], [-0.37, -1.87, -1.11], [2.63, -1.83, -1.15], [-1.05, -3.47, -5.03], [-1.47, 0.07, 3.85], [-0.23, 0.89, -2.16], [-3.59, -0.49, 2.07], [1.97, 0.23, -3.37], [1.66, 2.99, 1.01], [-1.51, -1.98, -0.21], [3.57, 1.94, -2.48], [-4.67, 0.18, 2.61], [-1.54, 3.86, 4.07], [-2.86, -1.98, -4.41], [1.71, -4.11, -3.22], [-0.33, -0.71, 3.98], [3.32, 0.54, -3.14], [-2.33, 1.43, -1.25], [-1.10, 3.58, 2.67], [2.77, -1.89, 0.25], [2.36, -0.59, 0.94], [-1.56, -2.14, -5.19], [2.55, 4.82, 2.47], [3.02, -3.62, -3.98], [-1.54, -3.34, 0.49], [-0.66, -1.89, 4.83], [-4.31, 1.56, 3.17], [-0.85, 1.86, -1.37], [2.80, 3.42, 1.92], [-0.81, -1.43, -4.85], [3.54, 5.12, 2.88], [-0.78, 2.88, -1.86], [2.74, 2.09, -1.75], [0.15, -2.57, 4.95], [-1.75, -2.01, -6.28], [-0.95, -1.57, 5.84], [-1.50, -2.45, 4.44], [1.96, -0.68, -3.67], [3.50, -2.09, -2.78], [-0.33, -0.95, -1.52], [3.75, 3.39, 1.33], [-2.69, -2.10, -3.31], [1.41, -0.20, 0.49], [-0.28, 1.89, -0.43], [3.85, -2.12, 0.44], [-0.91, -3.61, -4.05], [-0.70, -3.64, 1.11], [-3.60, 1.88, 2.45], [-3.57, -2.81, -4.72], [-2.47, -1.75, -0.76], [1.91, 3.12, 0.13], [2.22, -0.77, 2.00], [0.69, 1.06, -2.45], [-1.64, -4.26, -0.14], [-0.37, 4.32, 2.27], [-2.97, 2.18, -0.74], [3.83, -4.16, -3.54], [-3.88, 1.34, 4.13], [-2.06, 2.98, 4.52], [2.17, -2.71, 0.65], [0.16, 2.34, 1.85], [2.97, 2.71, 2.71], [-2.51, 0.42, -0.87], [-2.42, -3.35, 1.20], [2.29, 5.56, 1.71], [-5.45, 0.34, 1.79], [2.91, -3.77, -5.02], [3.22, 0.10, 0.86], [-2.69, 1.56, -2.24], [1.68, -1.96, -1.35], [4.52, 1.89, -1.93], [1.44, -5.14, -3.53], [-0.64, 4.01, 4.67], [-1.41, -1.24, 0.56], [0.41, -0.06, 4.49], [3.70, -0.11, -2.40], [-5.17, 2.18, 3.23], [0.84, -3.46, -3.50], [1.79, 4.79, 3.29], [-2.83, -0.44, 2.66], [3.83, 0.43, -4.08], [-1.21, 0.90, 3.39], [-2.23, 4.68, 3.95], [-1.96, 3.43, 1.99], [-5.20, -0.40, 3.42], [-3.33, -1.02, -4.56], [3.68, 2.81, -3.08], [0.04, -0.97, 2.93], [1.76, -4.09, -2.16]],
  "mulliken_charge": [-0.346, -0.538, -0.112, -0.068, -0.558, -0.541, -0.484, -0.359, -0.561, -0.265, 0.101, -0.809, -0.396, -1.225, -0.588, -0.623, 0.527, 0.186, -1.117, -0.113, -0.683, -0.583, 0.083, -1.020, -0.561, -1.503, -1.577, -0.514, 0.558, -0.395, -0.023, 0.395, 0.305, -0.238, 0.435, 0.306, 0.321, 0.334, 0.212, 0.281, 0.185, 0.447, -0.111, 0.057, -0.372, 0.387, 0.354, 0.344, -0.154, 0.285, 0.234, 0.101, 0.415, 0.214, 0.320, 0.400, 0.375, 0.322, 0.140, 0.168, 0.293, -0.012, 0.289, 0.063, 0.348, 0.267, 0.290, 0.394, 0.282, 0.424, 0.021, 0.367, 0.473, 0.363, 0.090, 0.320, 0.042, 0.488, -0.109, 0.179, 0.395, 0.323, 0.536, 0.387, 0.164, 0.221, 0.358, 0.440, -0.269, 0.216]
}